Arrangement w

Below is C2H4ClOP in the gas phase, with properties calculated with ωB97M-V/def2-TZVPD.

E_LUMO = -0.008 Eh
HOMO-LUMO gap = 9.283 eV
charge = 0
spin multiplicity = 1

Geometry as XYZ:
```
9
C2H4ClOP ωB97M-V/def2-TZVPD
C -1.27530 0.04984 -0.27441
C 0.25640 0.28067 0.24095
O 2.50212 -1.14659 0.67601
P 1.81021 -0.66383 -0.49153
Cl 1.11196 1.79956 -0.22668
H -1.14398 0.09025 -1.32789
H -1.35301 -1.01413 -0.01587
H -2.16626 0.45406 0.16883
H 0.25786 0.15016 1.25059
```

---

Arrangement x

Below is C2H4ClOP in the gas phase, with properties calculated with ωB97M-V/def2-TZVPD.

E_LUMO = -0.008 Eh
HOMO-LUMO gap = 8.947 eV
charge = 0
spin multiplicity = 1

Geometry as XYZ:
```
9
C2H4ClOP ωB97M-V/def2-TZVPD
C -0.00286 0.08670 0.05370
C -1.35604 0.32068 -0.39327
O 2.51564 -0.36376 1.14265
P 0.71332 0.36409 1.53512
Cl 2.84147 -0.76828 -0.34245
H 0.46543 -0.63953 -0.56555
H -1.74278 1.29563 -0.20108
H -1.95948 -0.36135 0.20592
H -1.47470 0.06582 -1.43503
```

---

Which of them is most stable? Easy: arrangement w.

---

Arrangement w

Below is 2 unconnected molecules or ions with the total composition C2H4ClOP, with properties calculated with ωB97M-V/def2-TZVPD.

E_LUMO (spin up / spin down) = 0.009 / -0.084 Eh
HOMO-LUMO gap (spin up / spin down) = 9.911 / 5.456 eV
charge = 0
spin multiplicity = 1

Geometry as XYZ:
```
9
C2H4ClOP ωB97M-V/def2-TZVPD
C -1.16917 -0.25171 0.17532
C 2.17809 0.40329 -0.97751
O -0.52762 0.28050 -0.70309
P -2.73124 -1.11053 0.06741
Cl 3.32041 -0.48019 -0.20571
H -0.94164 -0.35575 1.24282
H 1.73593 -0.02044 -1.84867
H 1.58271 1.22260 -0.51790
H -3.37340 -0.35263 -0.93199
```

---

Arrangement x

Below is C2H4ClOP in the gas phase, with properties calculated with ωB97M-V/def2-TZVPD.

E_LUMO = -0.014 Eh
HOMO-LUMO gap = 8.551 eV
charge = 0
spin multiplicity = 1

Geometry as XYZ:
```
9
C2H4ClOP ωB97M-V/def2-TZVPD
C -0.12306 0.45928 -0.34858
C 1.30096 0.30338 0.14353
O 3.47168 -1.37475 -0.12533
P 2.13399 -1.00099 -0.44437
Cl 2.27004 1.70092 0.49633
H -0.38666 1.38310 -1.05855
H -0.43427 -0.51834 -0.72015
H -0.67469 0.70645 0.57460
H 1.07577 -1.86156 -0.61796
```

---

Arrangement y

Below is 2 unconnected molecules or ions with the total composition C2H4ClOP, with properties calculated with ωB97M-V/def2-TZVPD.

E_LUMO = -0.006 Eh
HOMO-LUMO gap = 9.512 eV
charge = 0
spin multiplicity = 1

Geometry as XYZ:
```
9
C2H4ClOP ωB97M-V/def2-TZVPD
C 0.82860 -1.97846 1.16360
C -1.43114 1.18202 0.21373
O 0.98523 -1.82470 -0.01414
P -2.27882 -0.20901 0.67257
Cl -4.02808 -0.16540 -0.45651
H 1.53472 -1.39730 1.85480
H 0.04383 -2.65433 1.65754
H -0.35498 1.27214 0.59876
H -1.81793 2.03644 -0.39846
```

---

Which of them is most stable? Easy: arrangement y.